No. 1
C42H59ClN4O18S3 | ωB97M-V with the def2-TZVPD basis set

Atoms and positions in Å:
1 C 7.43121 -5.25766 -0.68899
2 C 7.35413 -3.72369 -0.76251
3 N 6.57865 -3.24601 -1.92959
4 C 5.22518 -3.60833 -1.96792
5 C 4.45807 -3.71537 -0.75589
6 C 3.14733 -4.03895 -0.75122
7 Cl 2.23475 -4.12701 0.71187
8 C 2.48223 -4.30310 -1.97701
9 N 1.20547 -4.63545 -2.17650
10 S 1.03537 -4.80097 -3.75800
11 N 2.51965 -4.46045 -4.27965
12 C 3.23983 -4.19630 -3.17908
13 C 4.61440 -3.83957 -3.17976
14 C 5.30841 -3.69995 -4.51157
15 C 5.09654 -2.28540 -5.13194
16 C 4.57599 -1.27146 -4.12313
17 S 4.55504 0.37688 -4.90214
18 C 3.39382 1.24834 -3.89796
19 S 2.23160 2.09364 -4.65440
20 N 3.47447 1.24678 -2.48200
21 C 4.78248 1.00913 -1.91989
22 C 5.76110 1.95742 -2.20608
23 C 7.03461 1.86010 -1.67770
24 C 7.34805 0.80642 -0.82683
25 C 6.37854 -0.14870 -0.56064
26 C 5.10684 -0.06796 -1.10233
27 C 2.43533 0.50231 -1.81266
28 C 2.28528 0.68296 -0.43887
29 C 1.33122 -0.01455 0.27259
30 C 0.45972 -0.89292 -0.36040
31 C 0.58632 -1.04306 -1.73392
32 C 1.56619 -0.37166 -2.45108
33 H 8.44205 -5.61743 -0.50770
34 H 6.77505 -5.64243 0.09195
35 H 7.08781 -5.71222 -1.61981
36 H 8.35660 -3.30837 -0.84357
37 H 6.88197 -3.30042 0.11887
38 H 7.04869 -3.61507 -2.74537
39 H 4.93875 -3.53191 0.19374
40 H 4.83935 -4.41298 -5.18826
41 H 6.35916 -3.98600 -4.46991
42 H 6.00709 -1.93460 -5.61872
43 H 4.34135 -2.39173 -5.91215
44 H 5.23515 -1.23472 -3.25926
45 H 3.55526 -1.50349 -3.83415
46 H 5.50696 2.78326 -2.85890
47 H 7.77376 2.61040 -1.92301
48 H 8.32500 0.71868 -0.37159
49 H 6.63890 -0.97273 0.09048
50 H 4.36292 -0.82276 -0.88750
51 H 2.95287 1.36134 0.07823
52 H 1.26903 0.14124 1.34228
53 H -0.29476 -1.43392 0.19409
54 H -0.09786 -1.70211 -2.25371
55 H 1.60739 -0.53987 -3.51858
56 C -2.89330 4.79919 4.14283
57 O -2.82773 4.31765 2.79933
58 C -1.67888 3.71309 2.48697
59 O -0.74289 3.55510 3.22541
60 O -1.75981 3.32190 1.21725
61 C -0.59456 2.65015 0.72164
62 H -3.86973 5.26123 4.25448
63 H -2.79703 3.97761 4.85023
64 H -2.11796 5.54152 4.32276
65 H -0.41026 1.74296 1.28798
66 H 0.27285 3.30710 0.76151
67 H -0.79649 2.39001 -0.31477
68 C 2.23918 4.15569 4.48690
69 O 2.56727 3.77568 3.14975
70 C 3.80090 3.30061 2.99145
71 O 4.62991 3.17170 3.85395
72 O 3.94889 2.98044 1.70720
73 C 5.22281 2.43261 1.35171
74 H 1.21471 4.51451 4.45702
75 H 2.30343 3.29951 5.15563
76 H 2.89671 4.95171 4.83222
77 H 5.40628 1.50420 1.88942
78 H 6.02290 3.14613 1.54118
79 H 5.17103 2.22634 0.29032
80 C -3.84836 5.14422 -5.24332
81 O -3.73525 4.15569 -4.21806
82 C -3.76532 4.64926 -2.97618
83 O -3.87433 5.81045 -2.68547
84 O -3.65241 3.63251 -2.12708
85 C -3.66804 4.00581 -0.73889
86 H -3.80960 4.61050 -6.18868
87 H -4.79614 5.67322 -5.16350
88 H -3.02057 5.84874 -5.19054
89 H -4.61205 4.48798 -0.48883
90 H -2.83502 4.66105 -0.51359
91 H -3.57649 3.09126 -0.17216
92 C -4.52118 -1.83315 3.95018
93 O -4.14269 -3.12836 3.47656
94 C -3.34187 -3.10984 2.41279
95 O -2.93532 -2.12557 1.85300
96 O -3.06702 -4.36823 2.07371
97 C -2.20649 -4.49674 0.93747
98 H -5.16760 -1.98257 4.81042
99 H -3.64682 -1.26374 4.25983
100 H -5.07229 -1.28934 3.18539
101 H -1.24043 -4.03363 1.13139
102 H -2.66563 -4.05245 0.05626
103 H -2.06939 -5.56170 0.77641
104 C -8.84941 1.04371 7.89398
105 O -8.10783 0.20596 7.00353
106 C -8.39989 -1.09020 7.10303
107 O -9.20318 -1.57775 7.85259
108 O -7.64578 -1.75376 6.22594
109 C -7.85660 -3.16836 6.22358
110 H -8.51463 2.05969 7.70707
111 H -9.91600 0.96978 7.69153
112 H -8.64554 0.77860 8.92951
113 H -8.88378 -3.40588 5.95463
114 H -7.61366 -3.59611 7.19424
115 H -7.18610 -3.58255 5.47540
116 C -4.89815 1.09122 -3.70788
117 O -5.76011 0.07339 -3.17745
118 C -6.85330 0.54023 -2.58585
119 O -7.15970 1.69830 -2.46819
120 O -7.56314 -0.49958 -2.13832
121 C -8.77409 -0.13684 -1.47454
122 H -4.05450 0.57563 -4.15804
123 H -5.41318 1.66971 -4.47234
124 H -4.54262 1.75072 -2.92050
125 H -9.43805 0.39920 -2.15023
126 H -8.56447 0.47169 -0.59668
127 H -9.24448 -1.06640 -1.16676

Its HOMO energy is -0.302 Ha. The spin multiplicity is 1. As for the frontier orbital gap: 7.433 eV. As for the calculated total energy: -132354.827 eV. The largest force on an atom comes out at 0.0391 Eh/bohr.

***

No. 2
C42H59NP3S4SbSiTa | ωB97M-V with the def2-TZVPD basis set

Atoms and positions in Å:
1 Ta -16.75834 -2.47466 11.49432
2 C -11.93207 -0.66352 12.14385
3 C -13.21498 -1.37624 12.46046
4 C -13.01298 -2.63784 13.33400
5 P -14.26761 -1.79156 10.95025
6 C -14.30016 -0.14514 9.97719
7 C -15.29000 0.79850 10.78197
8 C -14.76415 -0.21336 8.47861
9 C -13.24894 -2.84084 9.91193
10 C -12.16977 -2.35197 9.19112
11 C -11.35813 -3.14582 8.43963
12 C -11.55899 -4.53845 8.53091
13 C -12.69334 -5.02612 9.13578
14 C -13.62961 -4.20080 9.81149
15 Si -15.27723 -4.78035 10.54727
16 C -15.82345 -6.24395 9.38040
17 C -15.95634 -7.54623 9.92252
18 C -15.71710 -8.67366 9.21446
19 C -15.57873 -8.62764 7.86286
20 C -15.72858 -7.38064 7.17765
21 C -15.85462 -6.21753 7.95134
22 P -16.52360 -4.73720 7.18579
23 C -15.86694 -4.81643 5.36187
24 C -16.49973 -3.66596 4.52671
25 C -14.36387 -4.84156 5.41577
26 C -18.28399 -5.19880 6.82135
27 C -19.23233 -5.19669 8.05316
28 C -18.53880 -6.54223 6.00927
29 C -14.81824 -5.69954 12.19958
30 C -13.68872 -6.53164 12.36273
31 C -13.60892 -7.44154 13.38724
32 C -14.58337 -7.44676 14.39403
33 C -15.67557 -6.59464 14.30189
34 C -15.85172 -5.73738 13.21512
35 P -17.37548 -4.63005 13.01997
36 C -17.92326 -4.43609 14.84432
37 C -16.85316 -3.63530 15.49842
38 C -19.26644 -3.71040 14.91126
39 C -18.71120 -5.88450 12.25663
40 C -18.89952 -7.04475 13.21070
41 C -20.08680 -5.22404 11.83204
42 H -11.44064 -0.20499 13.01511
43 H -12.15603 0.12590 11.36703
44 H -11.16333 -1.31158 11.71426
45 H -13.84911 -0.58785 12.96893
46 H -12.02055 -3.01858 13.11462
47 H -13.75262 -3.37260 13.18430
48 H -12.98668 -2.37525 14.41121
49 H -13.34181 0.37939 9.87318
50 H -15.19148 0.56289 11.85620
51 H -16.33078 0.64380 10.54175
52 H -15.03090 1.84743 10.66228
53 H -14.20560 -1.00327 7.86706
54 H -14.74841 0.78467 7.97269
55 H -15.82355 -0.55577 8.50389
56 H -11.95156 -1.28669 9.21237
57 H -10.65517 -2.63187 7.78371
58 H -10.82012 -5.23138 8.14294
59 H -12.93133 -6.09458 8.98969
60 H -16.03869 -7.63637 11.00973
61 H -15.61185 -9.62780 9.76800
62 H -15.21194 -9.47410 7.32910
63 H -15.64779 -7.33623 6.04787
64 H -16.29728 -5.72645 5.01143
65 H -16.48840 -2.68948 5.02920
66 H -17.55172 -3.83551 4.26846
67 H -15.95045 -3.51227 3.62243
68 H -14.02877 -3.82541 5.63545
69 H -13.89498 -5.14406 4.43745
70 H -13.92390 -5.47511 6.20306
71 H -18.63354 -4.35367 6.13527
72 H -19.23227 -6.22222 8.50173
73 H -20.23003 -4.95008 7.60450
74 H -18.98709 -4.40111 8.84463
75 H -18.51032 -7.34880 6.70283
76 H -17.83345 -6.64746 5.20145
77 H -19.58268 -6.58464 5.68815
78 H -12.78157 -6.22624 11.80441
79 H -12.81923 -8.18864 13.46079
80 H -14.41351 -8.15999 15.22679
81 H -16.35961 -6.54426 15.13167
82 H -18.15379 -5.44156 15.23753
83 H -16.72102 -2.64146 15.14310
84 H -15.84874 -4.12026 15.50132
85 H -17.13191 -3.60042 16.57538
86 H -19.11110 -2.68680 15.15084
87 H -19.92918 -4.24605 15.61293
88 H -19.81245 -3.74654 13.94873
89 H -18.17533 -6.20014 11.31774
90 H -19.55084 -7.81197 12.74012
91 H -19.36805 -6.70254 14.05534
92 H -17.95135 -7.57570 13.48659
93 H -19.89733 -4.21042 11.62953
94 H -20.82313 -5.40212 12.61397
95 H -20.41401 -5.69254 10.90192
96 S -21.44804 -1.62599 12.21091
97 Sb -21.57703 0.36106 13.42447
98 S -16.77622 -0.87720 13.27854
99 S -18.73359 -1.57813 12.62872
100 S -20.21578 0.08060 15.30793
101 N -17.57157 -1.92679 9.92495
102 C -18.39185 -1.72697 8.89758
103 C -17.92175 -1.68886 7.53096
104 C -18.74896 -1.20454 6.52370
105 C -20.10545 -1.02625 6.73932
106 C -20.59620 -1.27645 8.00719
107 C -19.76574 -1.45716 9.10168
108 H -16.88726 -1.90386 7.39087
109 H -18.29547 -0.89423 5.56465
110 H -20.73801 -0.49109 6.03709
111 H -21.67834 -1.33204 8.18279
112 H -20.27837 -1.35715 10.09814

Its HOMO energy is -0.150 Ha. The spin multiplicity is 1. As for the frontier orbital gap: 5.957 eV. As for the calculated total energy: -133178.158 eV. The calculation puts the relative energy (zero: lowest compared OMol25 entry of this formula, charge and spin) at 48.2 kcal/mol. Its total charge is -1. The largest force on an atom comes out at 0.0723 Eh/bohr.